No. 1
ORCA calculation (ωB97M-V/def2-TZVPD) on a structure of composition C18H25BN8O3Os in a non-equilibrium geometry.

```
56
C18H25BN8O3Os | OMol25 | ωB97M-V/def2-TZVPD
H -1.683 0.559 1.826
N -2.010 -0.305 -0.085
B -3.052 -1.429 -2.120
N -3.166 -0.628 -0.797
C -4.238 -0.236 -0.093
Os -0.072 -0.890 -0.814
H -5.226 -0.410 -0.493
C -3.806 0.344 1.092
H -4.414 0.756 1.876
C -2.409 0.272 1.077
H -4.117 -1.689 -2.597
C 2.136 -2.023 -0.419
H 2.945 -1.615 0.199
H 2.139 -1.474 -1.381
H 2.304 -3.082 -0.638
N -2.230 -2.703 -1.757
N -2.152 -0.596 -3.061
N -0.933 -2.565 -1.171
N -0.867 -0.233 -2.640
C -2.511 -4.003 -1.875
C -2.342 -0.156 -4.312
H -3.457 -4.297 -2.304
H -3.282 -0.354 -4.805
C -1.448 -4.756 -1.386
C -1.196 0.505 -4.735
C -0.486 -3.855 -0.949
C -0.296 0.446 -3.669
H -1.363 -5.826 -1.343
H -1.020 0.970 -5.687
H 0.488 -4.003 -0.504
H 0.703 0.839 -3.558
H 1.137 -1.953 0.284
C 3.234 0.184 3.323
C 2.393 1.446 3.385
C 1.956 1.964 1.997
C 1.091 3.248 2.057
C -0.039 3.223 3.073
C 3.182 2.261 1.146
O 4.284 2.570 1.582
N 2.960 2.219 -0.224
C 2.026 1.422 -0.890
O 2.104 1.279 -2.108
N 1.096 0.798 -0.069
C 1.157 0.867 1.296
O 0.540 0.005 1.958
H 2.642 -0.644 2.918
H 3.553 -0.085 4.334
H 4.128 0.343 2.709
H 1.492 1.254 3.981
H 2.956 2.250 3.880
H 1.763 4.091 2.281
H 0.691 3.427 1.048
H 0.343 3.090 4.091
H -0.564 4.183 3.035
H -0.766 2.432 2.858
H 3.701 2.565 -0.823
```

frontier orbital gap (spin up / spin down)	7.539 / 3.301	eV
F_max	0.07316	Eh/bohr
E_tot	-1479.60544	Eh
multiplicity	5
lowest unoccupied orbital energy (spin up / spin down)	-6.9 / -11.5	eV
HOMO level (spin up / spin down)	-14.44 / -14.82	eV
net charge	+2

Mulliken atomic charge list, values in e, 2 entries: 0.50 -0.13

---

No. 2
ORCA calculation (ωB97M-V/def2-TZVPD) on a structure of composition C31H40N8O5STb in a non-equilibrium geometry.

```
86
C31H40N8O5STb | OMol25 | ωB97M-V/def2-TZVPD
Tb 0.064 -0.251 -0.643
C -2.242 -5.050 -2.546
C -3.300 -4.208 -2.243
C -3.142 -3.177 -1.338
C -1.902 -2.952 -0.729
C -0.835 -3.796 -1.057
C -1.009 -4.838 -1.948
N -1.659 -1.852 0.096
C -2.528 -1.479 1.027
C -3.567 -2.296 1.570
C -4.391 -1.829 2.547
C -4.275 -0.506 3.038
C -3.285 0.306 2.585
C -2.358 -0.159 1.613
N -1.305 0.537 1.183
N -1.187 1.805 1.529
C 0.032 2.357 1.360
C 0.149 3.753 1.533
C 1.394 4.323 1.594
C 2.512 3.493 1.501
C 2.312 2.147 1.258
N 1.119 1.566 1.145
H -2.370 -5.855 -3.253
H -4.251 -4.345 -2.732
H -3.964 -2.506 -1.135
H 0.113 -3.645 -0.547
H -0.183 -5.493 -2.184
H -3.644 -3.314 1.217
H -5.134 -2.484 2.977
H -4.965 -0.162 3.792
H -3.139 1.302 2.971
H -0.753 4.329 1.657
H 1.505 5.386 1.737
H 3.503 3.898 1.624
H 3.164 1.487 1.161
N 1.570 -1.547 1.143
C 3.030 -1.707 1.000
C 3.389 -2.600 -0.187
C 3.188 -1.920 -1.543
N 1.761 -1.764 -1.850
H 1.399 -0.928 1.939
H 1.197 -2.459 1.419
H 3.466 -2.144 1.906
H 3.474 -0.719 0.859
H 2.796 -3.517 -0.150
H 4.435 -2.897 -0.100
H 3.703 -2.508 -2.317
H 3.634 -0.920 -1.524
H 1.355 -2.691 -2.005
H 1.660 -1.291 -2.752
O -4.691 0.036 -4.470
C -4.752 1.124 -3.737
O -5.641 1.932 -3.824
C -3.664 1.352 -2.731
C -3.702 2.377 -1.798
N -2.579 2.301 -1.071
N -1.803 1.280 -1.461
C -2.445 0.685 -2.470
C -1.809 -0.549 -3.081
O -2.450 -1.219 -3.885
O -0.631 -0.781 -2.683
H -3.875 -0.527 -4.320
H -4.459 3.118 -1.636
H -2.341 2.817 -0.231
C 5.928 3.081 -2.556
C 4.699 2.354 -2.013
C 3.423 2.677 -2.799
S 2.024 2.670 -1.598
O 1.417 1.298 -1.722
C 0.772 3.803 -2.350
C 0.075 3.281 -3.596
C 0.819 3.620 -4.882
H 6.797 2.849 -1.944
H 5.775 4.158 -2.537
H 6.136 2.777 -3.579
H 4.554 2.646 -0.968
H 4.886 1.279 -2.025
H 3.205 1.935 -3.561
H 3.493 3.670 -3.233
H 1.268 4.756 -2.520
H 0.065 3.925 -1.524
H -0.922 3.727 -3.636
H -0.051 2.197 -3.498
H 1.072 4.678 -4.910
H 0.191 3.403 -5.741
H 1.733 3.044 -4.985
```

frontier orbital gap (spin up / spin down)	5.531 / 5.535	eV
F_max	0.03698	Eh/bohr
E_tot	-3242.08572	Eh
multiplicity	7
lowest unoccupied orbital energy (spin up / spin down)	-4.2 / -4.2	eV
HOMO level (spin up / spin down)	-9.73 / -9.73	eV
net charge	+1

Mulliken atomic charge list, values in e, 2 entries: 0.14 -0.63